1.
{"formula": "C36H64F6N10O6P", "method": "the ωB97M-V functional and the def2-TZVPD basis", "e_tot_ha": -3349.60803, "lumo_energy_ev": [-0.761, -0.762], "total_charge": 0, "spin_multiplicity": 2, "elements": ["C", "C", "N", "C", "C", "N", "C", "C", "H", "H", "H", "H", "H", "H", "H", "H", "H", "H", "H", "C", "C", "N", "C", "C", "N", "C", "C", "H", "H", "H", "H", "H", "H", "H", "H", "H", "H", "H", "C", "C", "N", "C", "C", "N", "C", "C", "H", "H", "H", "H", "H", "H", "H", "H", "H", "H", "H", "C", "C", "N", "C", "C", "N", "C", "C", "H", "H", "H", "H", "H", "H", "H", "H", "H", "H", "H", "C", "C", "N", "C", "C", "N", "C", "C", "H", "H", "H", "H", "H", "H", "H", "H", "H", "H", "H", "C", "C", "O", "O", "H", "H", "H", "C", "C", "O", "O", "H", "H", "H", "C", "C", "O", "O", "H", "H", "H", "P", "F", "F", "F", "F", "F", "F"], "coordinates": [[-13.1682, -24.7195, 14.5534], [-13.6261, -23.3913, 15.2538], [-12.9452, -22.2251, 14.6625], [-13.2223, -21.7223, 13.4391], [-12.3868, -20.6210, 13.1985], [-11.7321, -20.3221, 14.3724], [-11.9411, -21.4181, 15.2293], [-10.9256, -19.1652, 14.5771], [-12.1040, -24.8324, 14.3463], [-13.6132, -24.9346, 13.5820], [-13.4367, -25.5945, 15.1453], [-13.3982, -23.6086, 16.2973], [-14.6913, -23.1875, 15.3636], [-13.9472, -22.2439, 12.8319], [-12.3793, -19.9938, 12.3193], [-11.5480, -21.4815, 16.2333], [-9.8742, -19.3432, 14.3512], [-10.8675, -18.8535, 15.6200], [-11.1970, -18.3255, 13.9374], [-3.2739, -27.7130, 13.3306], [-4.6248, -27.3059, 12.5849], [-4.5022, -25.9089, 12.0106], [-3.5972, -25.5685, 11.0075], [-3.7365, -24.2646, 10.7067], [-4.5753, -23.6942, 11.6268], [-5.0370, -24.7212, 12.4042], [-5.0486, -22.3043, 11.5650], [-3.0067, -27.0008, 14.1113], [-2.3634, -27.6663, 12.7331], [-3.3383, -28.6153, 13.9387], [-5.4732, -27.3300, 13.2688], [-4.7686, -28.0097, 11.7651], [-3.0170, -26.3294, 10.5068], [-3.3809, -23.7670, 9.8166], [-5.6919, -24.5509, 13.2459], [-5.8456, -22.1891, 10.8303], [-4.1906, -21.6871, 11.2985], [-5.5116, -21.9779, 12.4962], [-2.6820, -18.6581, 12.2283], [-3.9055, -17.8210, 11.9592], [-5.1380, -18.5431, 11.9393], [-5.7234, -19.1351, 13.0456], [-6.9142, -19.5810, 12.6109], [-7.0017, -19.5214, 11.2191], [-5.8504, -18.7514, 10.7891], [-8.2283, -19.9875, 10.5517], [-2.4890, -19.3076, 11.3745], [-2.7146, -19.3561, 13.0649], [-1.7633, -18.0730, 12.2689], [-3.7827, -17.2505, 11.0387], [-4.0286, -17.0143, 12.6818], [-5.3431, -18.9664, 14.0423], [-7.6151, -20.0912, 13.2551], [-5.5190, -18.6557, 9.7657], [-8.3190, -21.0612, 10.3871], [-8.3367, -19.5088, 9.5785], [-9.0413, -19.6352, 11.1866], [-10.4331, -28.1911, 9.1252], [-9.8387, -27.4720, 7.9195], [-8.4555, -27.0112, 8.1629], [-7.9928, -25.8865, 8.8096], [-6.6465, -25.8952, 8.8368], [-6.2410, -27.0949, 8.3472], [-7.3113, -27.7888, 7.8997], [-4.9015, -27.5367, 8.2075], [-10.1497, -27.8697, 10.1274], [-10.0347, -29.2042, 9.0697], [-11.5135, -28.3131, 9.0489], [-10.5613, -26.7481, 7.5429], [-9.7627, -28.1346, 7.0573], [-8.7266, -25.1461, 9.0920], [-5.9208, -25.2050, 9.2411], [-7.3405, -28.7993, 7.5196], [-4.6499, -27.5288, 7.1469], [-4.8457, -28.6099, 8.3900], [-4.1760, -27.0449, 8.8555], [-13.3697, -23.5734, 10.4612], [-13.5196, -22.3584, 9.5849], [-12.4693, -22.4790, 8.5517], [-12.6506, -23.1229, 7.3554], [-11.5085, -23.0220, 6.5690], [-10.6699, -22.0928, 7.2047], [-11.2140, -21.8409, 8.4801], [-9.4287, -21.5311, 6.6180], [-12.6200, -23.4865, 11.2476], [-13.2431, -24.5326, 9.9592], [-14.2672, -23.7421, 11.0563], [-13.2945, -21.4165, 10.0852], [-14.4528, -22.3722, 9.0219], [-13.5950, -23.5827, 7.1039], [-11.2503, -23.4002, 5.5909], [-10.7940, -21.1917, 9.2341], [-8.7764, -21.4179, 7.4839], [-9.6177, -20.5555, 6.1702], [-8.9796, -22.2075, 5.8906], [-12.5832, -27.5891, 12.5348], [-12.0283, -28.9902, 12.6455], [-10.8080, -29.1557, 12.8872], [-12.7997, -29.8795, 12.4646], [-13.1332, -27.4925, 11.5987], [-11.8237, -26.8193, 12.3979], [-13.2663, -27.4145, 13.3660], [-8.4296, -22.4191, 15.8953], [-8.4380, -20.9878, 16.3470], [-7.5244, -20.2315, 15.9982], [-9.3882, -20.6739, 17.1312], [-7.5540, -22.7020, 15.3110], [-9.3038, -22.5939, 15.2682], [-8.5873, -23.0984, 16.7330], [-6.0593, -22.3331, 7.8217], [-5.6499, -20.9280, 8.0048], [-4.5765, -20.6480, 8.5673], [-6.3803, -20.0357, 7.4465], [-6.4233, -22.4511, 6.8011], [-6.8222, -22.4974, 8.5827], [-5.2850, -23.0944, 7.9165], [-9.3269, -23.6245, 11.7099], [-9.9452, -23.9693, 13.1680], [-10.4161, -22.3827, 11.5471], [-8.1834, -22.6299, 12.4342], [-8.7787, -23.3127, 10.2025], [-8.2180, -24.8421, 11.8334], [-10.4164, -24.6724, 11.0167]]}

2.
{"formula": "C36H64N4O18", "method": "the ωB97M-V functional and the def2-TZVPD basis", "e_tot_ha": -2983.15353, "relative_energy_ev": 1.028, "lumo_energy_ev": 0.273, "total_charge": 0, "elements": ["C", "C", "C", "O", "C", "O", "O", "H", "H", "H", "H", "H", "H", "C", "C", "C", "O", "C", "O", "O", "H", "H", "H", "H", "H", "H", "C", "O", "C", "O", "O", "C", "H", "H", "H", "H", "H", "H", "C", "O", "C", "O", "O", "C", "H", "H", "H", "H", "H", "H", "C", "O", "C", "O", "O", "C", "H", "H", "H", "H", "H", "H", "C", "O", "C", "O", "O", "C", "H", "H", "H", "H", "H", "H", "C", "C", "C", "C", "N", "H", "H", "H", "H", "H", "H", "H", "C", "C", "C", "C", "N", "H", "H", "H", "H", "H", "H", "H", "C", "C", "C", "C", "N", "H", "H", "H", "H", "H", "H", "H", "C", "C", "C", "C", "N", "H", "H", "H", "H", "H", "H", "H"], "coordinates": [[-0.7129, -2.0249, 0.4784], [-1.1319, -0.6799, 1.1934], [-0.3439, 0.5951, 0.9124], [-1.3329, 1.4501, 0.3094], [-2.4499, 0.9181, 0.1164], [-3.4799, 1.4901, -0.1956], [-2.3639, -0.3329, 0.5744], [-0.8199, -1.8099, -0.5876], [-1.3579, -2.8959, 0.7014], [0.3781, -2.2219, 0.6944], [-1.4849, -0.8139, 2.2374], [0.4221, 0.4581, 0.1064], [0.1971, 0.9251, 1.8154], [2.3031, 3.5011, -1.6236], [1.6491, 2.7291, -2.8276], [2.6021, 1.9951, -3.7776], [2.2711, 0.6141, -3.6086], [1.4081, 0.4691, -2.7226], [1.1251, -0.6019, -2.2836], [0.9051, 1.6881, -2.3756], [1.5631, 4.2641, -1.2026], [3.1221, 4.1341, -2.0536], [2.8401, 2.9031, -0.8676], [0.8731, 3.3451, -3.2566], [3.6571, 2.0021, -3.5536], [2.5761, 2.3811, -4.7386], [4.0481, 4.9071, 2.8384], [2.8151, 5.3971, 2.3174], [2.0061, 4.4951, 1.7384], [2.4401, 3.2211, 1.2714], [0.7171, 4.8991, 1.5664], [-0.2479, 4.0011, 1.0454], [3.9241, 4.3991, 3.8174], [4.7461, 5.6931, 3.0354], [4.5771, 4.1291, 2.3414], [0.1521, 3.2241, 0.3734], [-0.8309, 4.5611, 0.2414], [-0.9719, 3.7111, 1.7924], [4.8131, 0.0511, -1.6156], [3.8451, -0.5109, -0.8096], [4.0071, -1.8099, -0.4616], [5.3361, -2.3499, -0.5206], [2.9931, -2.5189, -0.0276], [3.2881, -3.8089, 0.4494], [4.9461, -0.6769, -2.4566], [5.7661, 0.1931, -1.0136], [4.3421, 0.9271, -1.9746], [3.3701, -4.5919, -0.3906], [2.5771, -4.0319, 1.3164], [4.1901, -3.8849, 0.8844], [1.2631, -3.6799, -2.1566], [0.0441, -3.4389, -2.9276], [-1.0119, -4.2459, -2.5876], [-1.0679, -5.0419, -1.4796], [-1.9429, -4.2219, -3.4806], [-3.1849, -4.7799, -3.1316], [1.5551, -4.6919, -1.9286], [1.1431, -3.1869, -1.1776], [2.0341, -3.0729, -2.6456], [-3.7039, -4.3969, -2.2626], [-3.0189, -5.8689, -3.0616], [-3.7749, -4.7399, -3.9546], [-0.4279, -1.5479, 5.6134], [0.3971, -0.5349, 6.1484], [0.5441, 0.5881, 5.3874], [-0.2229, 0.7831, 4.1474], [1.3351, 1.5171, 5.8964], [1.4761, 2.7781, 5.2534], [-1.4569, -1.1529, 5.5074], [-0.3139, -2.4289, 6.3384], [-0.0739, -1.7939, 4.5994], [0.6801, 3.4371, 5.2834], [1.6281, 2.7621, 4.1564], [2.4001, 3.2371, 5.7174], [2.9691, -1.0779, 2.8544], [3.1261, 0.3811, 2.3494], [4.5661, 0.6661, 1.9424], [5.4131, 0.9641, 3.0514], [6.0221, 1.2111, 3.9614], [3.8231, -1.7389, 2.6114], [2.0451, -1.5499, 2.6474], [3.0101, -1.1969, 3.9614], [2.7371, 1.1021, 2.9974], [2.5241, 0.6231, 1.5044], [4.5151, 1.5591, 1.2754], [5.1271, -0.1909, 1.4834], [-3.7379, -2.5849, 3.6134], [-3.9779, -2.9759, 2.0914], [-5.4109, -2.8589, 1.7014], [-5.6529, -3.5149, 0.3924], [-5.8629, -3.9929, -0.6076], [-2.6289, -2.6569, 3.7174], [-4.3199, -3.2549, 4.2864], [-3.9839, -1.6029, 3.8694], [-3.6689, -3.9869, 1.8494], [-3.4069, -2.2369, 1.5244], [-5.7789, -1.8599, 1.6934], [-6.1139, -3.3029, 2.4534], [-2.6689, -1.4209, -3.9526], [-3.4449, -1.4179, -2.6476], [-4.9479, -1.4529, -2.7356], [-5.5329, -0.5829, -3.7466], [-5.9689, 0.0751, -4.5296], [-3.0529, -2.2119, -4.5506], [-1.6079, -1.5409, -3.5666], [-2.7899, -0.4899, -4.5576], [-3.1759, -0.5119, -2.0356], [-3.1579, -2.2379, -2.0166], [-5.5109, -1.3999, -1.7766], [-5.3389, -2.3389, -3.1956], [-1.6569, 2.1541, -4.1986], [-2.7229, 3.0681, -3.5756], [-2.1299, 3.8981, -2.3906], [-1.2539, 4.9221, -2.8686], [-0.5439, 5.7541, -3.2236], [-0.6939, 2.6431, -4.4636], [-2.0359, 1.7361, -5.1636], [-1.3219, 1.4231, -3.5146], [-3.4479, 2.3971, -3.1446], [-3.2399, 3.5671, -4.3336], [-1.6699, 3.2951, -1.5776], [-2.9789, 4.3601, -1.9376]]}